Record 1
Molecular formula: C33H49N10OPdSSe
Method: DFT, ωB97M-V/def2-TZVPD

Last column: Löwdin charge in e.
Atoms and positions in Å:
Pd: -0.046 0.551 0.271  0.42
N: 3.226 4.014 6.120  0.23
C: 2.740 3.421 5.266  -0.14
C: 2.133 2.678 4.198  -0.18
C: 2.918 1.968 3.294  0.03
C: 2.288 1.273 2.281  -0.13
N: 0.957 1.234 2.139  -0.08
C: 0.213 1.935 3.003  -0.13
C: 0.750 2.665 4.043  0.04
H: 3.995 1.966 3.375  0.14
H: 2.868 0.732 1.544  0.10
H: -0.858 1.930 2.835  0.11
H: 0.110 3.220 4.715  0.14
C: -3.474 4.066 -0.913  -0.10
C: -4.632 3.107 -0.658  -0.24
C: -4.650 2.557 0.766  -0.16
C: -3.574 1.509 1.040  -0.15
N: -3.780 0.288 0.245  -0.03
C: -3.136 -0.073 -0.883  -0.60
Se: -1.597 0.765 -1.603  0.77
N: -3.752 -1.141 -1.413  -0.01
C: -3.437 -1.752 -2.715  -0.14
C: -3.915 -0.935 -3.911  -0.18
C: -5.433 -0.821 -4.075  -0.23
C: -6.074 0.301 -3.262  -0.09
C: -4.820 -1.504 -0.595  -0.17
C: -5.760 -2.528 -0.693  0.01
C: -6.694 -2.607 0.320  -0.04
C: -6.703 -1.698 1.392  -0.04
C: -5.778 -0.678 1.484  0.01
C: -4.834 -0.600 0.461  -0.16
H: -3.520 4.475 -1.922  0.08
H: -2.503 3.578 -0.805  0.02
H: -3.511 4.905 -0.217  0.09
H: -4.615 2.282 -1.380  0.08
H: -5.575 3.628 -0.832  0.12
H: -5.628 2.133 1.004  0.11
H: -4.485 3.374 1.473  0.13
H: -3.593 1.205 2.091  0.13
H: -2.578 1.884 0.802  0.07
H: -3.908 -2.734 -2.707  0.13
H: -2.355 -1.888 -2.760  0.10
H: -3.478 -1.419 -4.788  0.13
H: -3.473 0.065 -3.863  0.09
H: -5.903 -1.783 -3.845  0.11
H: -5.641 -0.637 -5.129  0.12
H: -5.988 0.156 -2.183  0.05
H: -7.136 0.382 -3.487  0.09
H: -5.615 1.261 -3.510  0.08
H: -5.779 -3.218 -1.525  0.12
H: -7.451 -3.378 0.282  0.12
H: -7.467 -1.791 2.152  0.12
H: -5.806 0.035 2.297  0.12
N: -1.177 -3.739 2.615  0.04
C: -1.413 -2.493 3.404  -0.08
C: -0.683 -1.347 2.722  -0.16
N: -1.089 -1.136 1.312  -0.09
C: -1.021 -2.414 0.560  -0.16
C: -1.747 -3.564 1.242  -0.07
H: -1.579 -4.552 3.083  0.19
H: -0.136 -3.894 2.564  -0.01
H: -1.041 -2.642 4.415  0.15
H: -2.492 -2.330 3.442  0.14
H: 0.386 -1.552 2.742  0.10
H: -0.857 -0.440 3.292  0.11
H: -2.059 -0.825 1.304  0.09
H: 0.024 -2.681 0.440  0.08
H: -1.437 -2.261 -0.433  0.11
H: -1.617 -4.492 0.687  0.15
H: -2.815 -3.366 1.352  0.13
N: 3.146 -5.048 2.458  0.26
C: 2.177 -4.244 2.045  -0.39
O: 1.115 -4.082 2.665  0.07
C: 2.346 -3.513 0.747  -0.12
C: 2.464 -4.167 -0.472  0.03
C: 2.293 -3.430 -1.635  0.00
C: 1.984 -2.084 -1.527  -0.11
N: 1.929 -1.431 -0.357  0.02
C: 2.151 -2.137 0.748  -0.11
H: 3.024 -5.579 3.308  0.15
H: 4.020 -5.128 1.963  0.14
H: 2.634 -5.236 -0.517  0.14
H: 2.357 -3.897 -2.607  0.13
H: 1.755 -1.499 -2.411  0.12
H: 2.101 -1.599 1.688  0.11
C: 3.676 3.488 -3.011  -0.03
N: 2.473 3.424 -2.185  -0.03
C: 2.091 2.360 -1.505  -0.76
N: 2.796 1.239 -1.561  0.16
S: 0.678 2.531 -0.518  0.65
H: 3.734 4.478 -3.453  0.11
H: 3.629 2.757 -3.819  0.10
H: 4.570 3.329 -2.407  0.10
H: 1.888 4.243 -2.123  0.14
H: 3.606 1.159 -2.156  0.12
H: 2.503 0.442 -1.006  0.04

Forces on atoms 1 to 6 (eV/Å):
Pd -0.5522 0.1271 1.0130
N -0.0004 -0.0065 0.0054
C 0.0130 0.0075 -0.0063
C -0.0207 0.0070 0.0085
C -0.0123 -0.0014 -0.0006
C 0.0087 -0.0930 0.0037

Values from the calculation:
- charge = +3
- maximum force (eV/Å) = 2.7
- energy (Ha) = -4836.4467
- multiplicity = 1

Record 2
Molecular formula: C33H50Cl5N7O4S2ScSi2Te
Method: DFT, ωB97M-V/def2-TZVPD

Last column: Löwdin charge in e.
Atoms and positions in Å:
Sc: -0.289 -0.038 -0.489  0.81
C: -0.554 -4.195 -2.420  0.01
C: -0.731 -2.926 -1.651  -0.26
N: 0.146 -1.977 -1.649  -0.08
O: 1.316 -2.144 -2.389  -0.06
C: -1.939 -2.688 -0.866  -0.29
C: -3.059 -3.660 -0.700  -0.02
N: -1.946 -1.500 -0.317  -0.24
O: -2.899 -1.052 0.389  -0.14
H: -0.124 -3.996 -3.402  0.10
H: -1.509 -4.696 -2.556  0.09
H: 0.105 -4.887 -1.887  0.09
H: 1.535 -3.087 -2.403  0.09
H: -2.698 -4.669 -0.495  0.08
H: -3.702 -3.703 -1.582  0.09
H: -3.672 -3.329 0.136  0.08
Cl: -6.275 3.239 1.969  0.70
C: -4.676 2.808 1.518  -0.70
C: -4.419 2.294 0.245  -0.69
Cl: -5.692 2.095 -0.887  0.72
C: -3.127 1.939 -0.101  -0.58
Cl: -2.740 1.294 -1.656  0.80
C: -2.060 2.066 0.795  -0.47
O: -0.844 1.664 0.469  -0.30
C: -2.329 2.618 2.047  -0.61
Cl: -1.002 2.806 3.141  0.74
C: -3.624 2.972 2.416  -0.69
Cl: -3.919 3.595 3.989  0.71
N: 3.969 -0.222 0.283  0.22
C: 2.815 0.397 0.593  -0.64
N: 2.830 1.371 1.517  0.22
O: 1.757 0.038 0.041  -0.16
H: 4.827 -0.035 0.768  0.12
H: 3.924 -0.993 -0.361  0.12
H: 3.697 1.815 1.769  0.12
H: 2.000 1.941 1.580  0.09
C: 2.146 -3.839 0.522  -0.16
Si: 1.492 -4.107 2.260  0.39
C: 2.704 -3.389 3.484  -0.19
C: 1.229 -5.926 2.578  -0.17
C: -0.173 -3.243 2.408  -0.54
Te: -0.038 -1.118 2.529  1.34
C: -2.009 -0.805 3.279  -0.55
Si: -2.214 -1.024 5.138  0.39
C: -1.127 0.189 6.050  -0.18
C: -4.011 -0.698 5.526  -0.17
C: -1.743 -2.769 5.624  -0.18
H: 3.179 -4.181 0.426  0.04
H: 2.096 -2.783 0.250  0.00
H: 1.544 -4.398 -0.199  0.02
H: 3.646 -3.941 3.454  0.04
H: 2.318 -3.443 4.505  0.04
H: 2.920 -2.339 3.271  0.01
H: 2.153 -6.495 2.459  0.04
H: 0.487 -6.343 1.893  0.03
H: 0.867 -6.090 3.596  0.04
H: -0.661 -3.561 3.331  -0.01
H: -0.836 -3.487 1.575  0.01
H: -2.647 -1.465 2.690  0.01
H: -2.276 0.207 2.971  -0.02
H: -1.380 1.216 5.781  0.01
H: -0.069 0.027 5.834  0.02
H: -1.268 0.084 7.128  0.04
H: -4.283 0.325 5.251  0.02
H: -4.214 -0.821 6.592  0.04
H: -4.668 -1.377 4.979  0.04
H: -0.676 -2.953 5.470  0.02
H: -2.309 -3.514 5.059  0.04
H: -1.950 -2.933 6.684  0.04
C: 1.716 6.652 0.898  -0.07
N: 2.262 5.711 -0.061  -0.06
C: 1.815 4.465 -0.260  -0.89
N: 0.838 4.028 0.552  0.12
S: 2.515 3.482 -1.448  0.63
H: 2.292 7.571 0.846  0.09
H: 1.791 6.269 1.918  0.09
H: 0.673 6.890 0.679  0.09
H: 2.991 6.005 -0.687  0.11
H: 0.385 4.649 1.204  0.08
H: 0.353 3.158 0.353  0.05
N: 0.419 0.877 -2.312  -0.40
S: 0.350 0.442 -3.836  1.07
C: 2.025 0.452 -4.464  -0.38
C: 3.080 0.513 -3.572  -0.09
C: 4.377 0.495 -4.069  -0.06
C: 4.601 0.399 -5.433  -0.07
C: 3.530 0.322 -6.315  -0.06
C: 2.232 0.349 -5.834  -0.07
C: -0.329 1.807 -4.755  -0.40
C: 0.288 3.052 -4.744  -0.06
C: -0.323 4.102 -5.407  -0.05
C: -1.530 3.903 -6.069  -0.06
C: -2.137 2.657 -6.071  -0.06
C: -1.535 1.596 -5.405  -0.09
H: 0.899 1.771 -2.163  -0.06
H: 2.883 0.582 -2.510  0.07
H: 5.213 0.564 -3.385  0.11
H: 5.614 0.386 -5.815  0.11
H: 3.706 0.248 -7.380  0.11
H: 1.392 0.308 -6.517  0.12
H: 1.226 3.201 -4.220  0.09
H: 0.143 5.078 -5.409  0.11
H: -2.000 4.729 -6.586  0.11
H: -3.076 2.508 -6.585  0.11
H: -1.999 0.618 -5.389  0.11

Forces on atoms 1 to 6 (eV/Å):
Sc 0.2716 0.0067 0.0170
C -0.0312 -0.0226 -0.0130
C -0.1083 0.0236 -0.0083
N 0.1034 -0.0263 0.1096
O 0.0178 -0.0520 -0.0553
C 0.0601 -0.0043 -0.0286

Values from the calculation:
- charge = +1
- maximum force (eV/Å) = 0.3
- energy (Ha) = -6676.8175
- multiplicity = 1

Q: multiplicity of number 1 (C33H49N10OPdSSe)?
A: 1

Q: What is the formula in the first record?
A: C33H49N10OPdSSe

Q: The lowest maximum force belongs to which entry?
A: C33H50Cl5N7O4S2ScSi2Te